The molecule C3H5N3O, computed with ωB97M-V/def2-TZVPD.

Each atom is followed by the atoms it is bonded to, with distances in Å.
Positions of all 12 atoms, in Å:
1 H -1.4759 1.6353 -0.9059  N2 1.019
2 N -0.7564 1.3175 -0.2576  H1 1.019, C3 1.277
3 C -0.6000 0.0506 -0.2848  N2 1.277, N4 1.375, C5 1.499
4 N -1.3106 -0.8757 -1.0113  C3 1.375, H9 1.009, H10 1.009
5 C 0.4604 -0.5274 0.6026  C3 1.499, N6 1.496, C7 1.481, H11 1.090
6 N 1.0134 0.3938 1.6435  C5 1.496, C7 1.356, H12 1.022
7 C 1.7686 0.1646 0.5409  C5 1.481, N6 1.356, O8 1.195
8 O 2.7652 0.4579 -0.0504  C7 1.195
9 H -1.8187 -0.5466 -1.8190  N4 1.009
10 H -0.9193 -1.8003 -1.1106  N4 1.009
11 H 0.3399 -1.5612 0.9249  C5 1.090
12 H 0.5333 1.2915 1.7276  N6 1.022

Computed properties:
HOMO   -9.58 eV
Energy above the lowest of the compared OMol25 structures with the same formula, charge and spin   2.020 eV
Orbital gap   0.378 Ha

How positive or negative is each atom? The Mulliken charges in e answer that: number 1, H, carries 0.2093; number 2, N, carries -0.6345; number 3, C, carries 0.3900; number 4, N, carries -0.4565; number 5, C, carries -0.0260; number 6, N, carries -0.5299; number 7, C, carries 0.3953; number 8, O, carries -0.5159; number 9, H, carries 0.2214; number 10, H, carries 0.2219; number 11, H, carries 0.3901; number 12, H, carries 0.3345